97
Properties=species:S:1:pos:R:3 method="wB97M-V/def2-TZVPD" multiplicity=2 e_above_lowest_kcal_mol=4.1 lumo_ev="0.136 / -2.269" total_charge=0
In 0.15 -0.39 1.54
N 1.96 0.79 2.28
C 1.54 1.76 3.30
C 0.06 2.17 3.17
O -0.28 3.27 3.60
N -0.71 1.24 2.62
C -2.07 1.52 2.24
C -2.46 0.81 0.93
O -3.38 1.25 0.27
O -1.81 -0.29 0.65
H 2.71 0.19 2.62
H 2.27 1.22 1.42
H 2.12 2.68 3.28
H 1.65 1.30 4.28
H -2.26 2.59 2.13
H -2.78 1.13 2.99
O 1.78 0.01 -0.52
S 2.16 -0.09 -1.97
C 2.96 1.44 -2.63
C 2.21 2.76 -2.63
C 2.39 3.61 -1.38
C 1.39 4.76 -1.40
S -0.28 4.15 -0.86
O -0.26 2.67 -1.00
C -1.21 4.79 -2.25
C -1.53 6.14 -2.26
C -2.29 6.64 -3.31
C -2.72 5.79 -4.32
C -2.40 4.44 -4.28
C -1.64 3.93 -3.24
C 0.68 0.03 -2.99
C -0.55 0.07 -2.35
C -1.71 0.16 -3.10
C -1.64 0.17 -4.49
C -0.41 0.08 -5.12
C 0.76 0.01 -4.38
H 3.18 1.14 -3.65
H 3.91 1.49 -2.08
H 1.14 2.57 -2.74
H 2.54 3.33 -3.50
H 3.41 4.02 -1.33
H 2.25 2.98 -0.50
H 1.30 5.18 -2.40
H 1.65 5.55 -0.70
H -1.20 6.79 -1.46
H -2.56 7.69 -3.34
H -3.33 6.18 -5.13
H -2.76 3.77 -5.06
H -1.40 2.88 -3.17
H -0.61 0.05 -1.28
H -2.66 0.24 -2.58
H -2.55 0.24 -5.08
H -0.35 0.06 -6.20
H 1.72 -0.07 -4.88
C -0.64 -3.37 5.37
Si -1.30 -1.93 4.35
C -0.74 -0.46 5.36
C -3.18 -1.79 4.19
N -0.72 -2.12 2.64
C -0.97 -3.24 1.98
C -1.78 -4.31 2.49
C -1.83 -5.54 1.90
C -1.08 -5.78 0.74
C -0.40 -4.75 0.13
C -0.40 -3.48 0.68
O 0.20 -2.40 0.10
C 0.70 -2.57 -1.19
C -0.16 -2.45 -2.27
C 0.33 -2.63 -3.55
C 1.68 -2.93 -3.75
C 2.53 -3.04 -2.66
C 2.04 -2.86 -1.37
H -1.10 -3.35 6.36
H 0.43 -3.24 5.50
H -0.79 -4.36 4.94
H -1.08 -0.64 6.38
H -1.15 0.49 5.03
H 0.35 -0.39 5.38
H -3.57 -1.13 4.97
H -3.70 -2.74 4.28
H -3.44 -1.36 3.22
H -2.37 -4.13 3.37
H -2.42 -6.33 2.35
H -1.05 -6.77 0.31
H 0.14 -4.93 -0.78
H -1.20 -2.21 -2.10
H -0.33 -2.54 -4.40
H 2.06 -3.08 -4.75
H 3.57 -3.27 -2.80
H 2.68 -2.96 -0.50
F 2.29 -1.86 1.46
As 2.96 -2.64 2.92
F 4.07 -1.29 3.02
F 4.06 -3.49 1.91
F 3.59 -3.32 4.37
F 1.80 -3.91 2.77
F 1.82 -1.69 3.86